(1)
Density functional theory data (wB97M-V/def2-TZVPD) for a cluster of 2 separate species, C2H6Cl2N in total.

Its net charge is +1. The LUMO energy (alpha / beta) comes out at -4.65 / -5.03 eV. The spin multiplicity is 1. The orbital gap (alpha / beta) is 9.50 / 7.77 eV. As for the HOMO energy (alpha / beta): -14.15 / -12.80 eV. The relative energy (zero: lowest compared OMol25 entry of this formula, charge and spin) comes out at 3.654 eV.

Cartesian coordinates (Å):
C (-0.71534, 0.18336, 0.99329)
C (1.84633, -0.24555, -0.28291)
N (-1.34473, 0.22151, -0.29710)
Cl (1.19352, -0.05158, -1.82874)
Cl (2.35574, -1.77114, 0.22737)
H (-0.68646, -0.75048, 1.51146)
H (-0.50591, 1.11068, 1.48053)
H (2.30538, 0.62381, 0.16400)
H (-1.85266, 1.10098, -0.45033)
H (-1.98995, -0.56713, -0.42927)
H (-0.60593, 0.14553, -1.08830)

***

(2)
Density functional theory data (wB97M-V/def2-TZVPD) for a structure of composition C33H46MoN5OSeSi3.

Its net charge is +3. The LUMO energy (alpha / beta) comes out at -11.07 / -11.63 eV. The spin multiplicity is 1. The orbital gap (alpha / beta) is 5.72 / 5.15 eV. As for the HOMO energy (alpha / beta): -16.79 / -16.78 eV. The relative energy (zero: lowest compared OMol25 entry of this formula, charge and spin) comes out at 1.777 eV.

Cartesian coordinates (Å):
Mo (-0.06128, -0.45675, 0.72012)
C (-0.42293, -0.59467, 4.29113)
C (0.69751, 0.32044, 3.89403)
C (1.60358, 0.75320, 4.85393)
C (2.65139, 1.57318, 4.49489)
C (2.75849, 1.97673, 3.16856)
C (1.83264, 1.52524, 2.25717)
N (0.81721, 0.69422, 2.60295)
C (1.96910, 1.85544, 0.82043)
C (2.58767, 3.00964, 0.39773)
C (2.74842, 3.22981, -0.96134)
C (2.33141, 2.25771, -1.84895)
C (1.72618, 1.10617, -1.37742)
N (1.49397, 0.94181, -0.05247)
C (1.51670, -0.04146, -2.30111)
C (1.24012, 0.13393, -3.64059)
C (1.32960, -0.97459, -4.47489)
C (1.75038, -2.17376, -3.94075)
C (1.99383, -2.26998, -2.56789)
C (2.55782, -3.54250, -1.99185)
N (1.82616, -1.22118, -1.76052)
H (-0.04009, -1.58780, 4.53778)
H (-1.16540, -0.68703, 3.50306)
H (-0.91111, -0.21355, 5.18870)
H (1.47739, 0.42030, 5.87818)
H (3.38900, 1.88557, 5.22642)
H (3.57460, 2.61210, 2.85196)
H (2.91988, 3.74182, 1.12104)
H (3.22440, 4.13456, -1.31957)
H (2.52527, 2.35716, -2.90763)
H (0.94828, 1.09896, -4.03878)
H (1.11336, -0.88241, -5.53231)
H (1.92240, -3.03621, -4.57560)
H (3.49070, -3.78912, -2.50160)
H (1.88661, -4.38889, -2.14002)
H (2.78391, -3.42377, -0.93328)
C (-0.64455, 3.13165, 0.12834)
O (-0.93205, 1.81677, 0.65288)
Si (-2.33972, 1.49169, 1.53851)
C (-2.07004, 2.02388, 3.28448)
C (-3.71362, 2.54956, 0.93021)
C (-2.21294, -0.35187, 0.99864)
Si (-3.13336, -0.29341, -0.77603)
C (-2.24963, 0.98576, -1.80243)
C (-3.03091, -1.80064, -1.84331)
C (-4.93857, 0.05772, -0.48385)
Si (-3.07866, -1.77067, 2.02178)
C (-1.91021, -2.87739, 2.97995)
C (-4.14175, -2.96206, 1.08498)
C (-4.20035, -0.82698, 3.16566)
H (-1.55451, 3.58863, -0.25660)
H (0.05833, 3.03825, -0.69108)
H (-0.22602, 3.77017, 0.90703)
H (-2.51564, 3.02082, 3.36448)
H (-1.01777, 2.10929, 3.54150)
H (-2.56101, 1.40760, 4.03837)
H (-3.44123, 3.58124, 1.17821)
H (-4.64443, 2.33350, 1.46649)
H (-3.91964, 2.49084, -0.13720)
H (-1.16535, 0.90514, -1.72932)
H (-2.52736, 2.01515, -1.57015)
H (-2.51456, 0.79018, -2.84783)
H (-2.09376, -1.82472, -2.40879)
H (-3.84542, -1.67555, -2.56820)
H (-3.19404, -2.74679, -1.34081)
H (-5.21161, 0.21958, 0.56109)
H (-5.52129, -0.79190, -0.85307)
H (-5.25690, 0.93981, -1.04976)
H (-0.85570, -2.63765, 2.88590)
H (-2.05849, -3.90889, 2.63951)
H (-2.15320, -2.85832, 4.04832)
H (-3.56496, -3.66468, 0.48094)
H (-4.92023, -2.51113, 0.46529)
H (-4.64316, -3.54974, 1.86397)
H (-3.70838, -0.10550, 3.81995)
H (-4.66646, -1.59331, 3.80000)
H (-5.00222, -0.31763, 2.61873)
Se (1.61192, -1.85515, 2.00312)
N (-0.33712, -2.07133, 0.05136)
C (-0.29630, -3.41808, -0.01542)
C (-0.99716, -4.15317, -0.96826)
C (-0.95070, -5.53192, -0.94048)
C (-0.18687, -6.25445, 0.01047)
C (0.56460, -5.57447, 0.91329)
C (0.55369, -4.14364, 0.91871)
N (1.38218, -3.53930, 1.73198)
H (-1.57703, -3.64185, -1.71809)
H (-1.51537, -6.08069, -1.68626)
H (-0.18491, -7.33725, -0.00447)
H (1.20022, -6.07470, 1.63405)

***

(3)
Density functional theory data (wB97M-V/def2-TZVPD) for a structure of composition C27H22IIrN3O2SeTe.

Its net charge is +1. The LUMO energy (alpha / beta) comes out at -3.52 / -5.78 eV. The spin multiplicity is 5. The orbital gap (alpha / beta) is 6.46 / 5.64 eV. As for the HOMO energy (alpha / beta): -9.98 / -11.42 eV. The relative energy (zero: lowest compared OMol25 entry of this formula, charge and spin) comes out at 0.316 eV.

Cartesian coordinates (Å):
Ir (0.87409, -0.25168, -1.02737)
C (-0.41744, -4.94009, -0.23288)
C (0.35158, -4.30656, 0.86708)
N (0.93604, -5.05640, 1.77533)
C (1.64062, -4.44506, 2.72814)
C (1.76008, -3.04334, 2.90866)
C (2.57687, -2.56949, 4.10029)
O (3.25293, -1.35328, 3.91468)
C (1.16214, -2.21845, 1.98181)
C (1.17864, -0.76040, 2.16970)
N (1.11265, 0.11184, 1.23825)
C (1.29284, 1.47375, 1.63723)
C (2.19343, 1.81334, 2.64248)
C (2.36050, 3.13949, 3.00955)
C (1.64374, 4.14098, 2.37453)
C (0.76826, 3.82169, 1.34556)
C (0.61564, 2.49682, 0.98211)
I (-0.61053, 2.02089, -0.63653)
C (0.48659, -2.84363, 0.86434)
O (0.01953, -2.22230, -0.11790)
H (-0.49018, -6.00896, -0.05554)
H (0.08016, -4.76140, -1.18981)
H (-1.41060, -4.49485, -0.31619)
H (2.13952, -5.10026, 3.43458)
H (3.26304, -3.37416, 4.38279)
H (1.90484, -2.41941, 4.94996)
H (3.80618, -1.39980, 3.11867)
H (1.27646, -0.43024, 3.19885)
H (2.78355, 1.03860, 3.11640)
H (3.06748, 3.38910, 3.78872)
H (1.77825, 5.17550, 2.65833)
H (0.22526, 4.60035, 0.82796)
Se (3.30687, -0.12808, -1.46821)
C (3.91668, -0.77821, 0.15039)
N (4.24851, -1.23395, 1.15420)
Te (0.11080, -1.63184, -3.28866)
C (0.10002, -0.35320, -4.95119)
C (-0.28099, 0.97750, -4.82120)
C (-0.31125, 1.79366, -5.94119)
C (0.04599, 1.28243, -7.18204)
C (0.43437, -0.04258, -7.30592)
C (0.46220, -0.86821, -6.18922)
C (-1.96957, -1.89224, -3.11849)
C (-2.76400, -0.97134, -2.44736)
C (-4.13486, -1.16664, -2.36878)
C (-4.70991, -2.28437, -2.95743)
C (-3.91594, -3.20690, -3.62270)
C (-2.54340, -3.01502, -3.70428)
H (-0.54798, 1.37930, -3.85107)
H (-0.60889, 2.82958, -5.84606)
H (0.02405, 1.92169, -8.05442)
H (0.71646, -0.43845, -8.27230)
H (0.76421, -1.90284, -6.29107)
H (-2.31584, -0.10309, -1.98135)
H (-4.75290, -0.44745, -1.84759)
H (-5.77924, -2.43630, -2.89665)
H (-4.36412, -4.07782, -4.08216)
H (-1.92974, -3.73819, -4.22703)

***

(4)
Density functional theory data (wB97M-V/def2-TZVPD) for a cluster of 2 separate species, CH3Cl2PS in total.

Its net charge is 0. The LUMO energy (alpha / beta) comes out at -0.25 / -3.02 eV. The spin multiplicity is 1. The orbital gap (alpha / beta) is 9.37 / 6.12 eV. As for the HOMO energy (alpha / beta): -9.62 / -9.14 eV. The relative energy (zero: lowest compared OMol25 entry of this formula, charge and spin) comes out at 3.368 eV.

Cartesian coordinates (Å):
C (-2.16350, 0.03555, -0.02374)
P (1.63133, 0.14759, -0.03348)
S (2.56643, 1.74103, -0.52882)
Cl (2.34526, -0.43211, 1.76622)
Cl (2.40844, -1.35429, -1.14735)
H (-2.45063, -0.70657, -0.76191)
H (-2.09465, -0.51496, 0.94063)
H (-2.24267, 1.08377, -0.21155)

***

(5)
Density functional theory data (wB97M-V/def2-TZVPD) for the molecule C2HClF2.

Its net charge is 0. The LUMO energy comes out at 0.76 eV. The spin multiplicity is 1. The orbital gap is 10.61 eV. As for the HOMO energy: -9.85 eV. The relative energy (zero: lowest compared OMol25 entry of this formula, charge and spin) comes out at 0.785 eV.

Cartesian coordinates (Å):
F (1.36401, 1.17740, 0.18100)
C (0.61973, 0.16304, -0.29755)
C (-0.51855, -0.13732, 0.22041)
F (-1.15878, -1.04454, -0.52390)
Cl (-1.05882, 0.14354, 1.77653)
H (0.75241, -0.30212, -1.35649)

***

(6)
Density functional theory data (wB97M-V/def2-TZVPD) for a structure of composition C16H17Cl3GeMoN11O2P.

Its net charge is +1. The LUMO energy (alpha / beta) comes out at -5.82 / -5.46 eV. The spin multiplicity is 4. The orbital gap (alpha / beta) is 6.00 / 6.84 eV. As for the HOMO energy (alpha / beta): -11.83 / -12.30 eV. The relative energy (zero: lowest compared OMol25 entry of this formula, charge and spin) comes out at 2.906 eV.

Cartesian coordinates (Å):
Mo (-0.41077, -1.60349, -0.20890)
N (0.75155, -0.14084, 2.74584)
N (-0.14974, -0.91875, 3.48266)
C (-1.06115, -1.71959, 2.91091)
O (-1.89921, -2.40516, 3.38457)
O (-0.88712, -1.66705, 1.49692)
H (1.70493, -0.36000, 3.02773)
H (0.55469, 0.84579, 2.90199)
H (-0.15629, -0.90544, 4.49651)
N (0.72951, -3.75229, -2.89130)
C (0.79771, -4.18250, -1.60202)
N (1.45208, -5.22967, -1.14693)
N (1.27912, -5.18053, 0.18231)
N (0.56062, -4.18305, 0.53531)
N (0.20853, -3.51019, -0.60271)
C (0.23445, -2.51900, -3.20271)
N (0.14048, -2.04316, -4.41574)
N (-0.37974, -0.80320, -4.25046)
N (-0.58783, -0.54213, -3.03847)
N (-0.20291, -1.62436, -2.26812)
H (1.13653, -4.31282, -3.62615)
C (-2.63410, 1.18165, -1.70774)
P (-1.14664, 0.80068, -0.74761)
C (-1.57938, 1.48270, 0.89359)
C (-0.97915, 2.63927, 1.38357)
C (-1.36546, 3.15066, 2.61507)
C (-2.35275, 2.52050, 3.35664)
C (-2.97093, 1.37832, 2.86142)
C (-2.58461, 0.86368, 1.63618)
C (0.23374, 1.78290, -1.33872)
C (0.08306, 2.70627, -2.36765)
C (1.18081, 3.43742, -2.79537)
C (2.42136, 3.23932, -2.20927)
C (2.57160, 2.31865, -1.18032)
C (1.47831, 1.59191, -0.74356)
H (-2.86621, 2.23451, -1.53818)
H (-3.46358, 0.58102, -1.33485)
H (-2.48063, 0.97601, -2.76414)
H (-0.21011, 3.14218, 0.81361)
H (-0.89845, 4.05082, 2.98853)
H (-2.65075, 2.92432, 4.31287)
H (-3.75231, 0.89152, 3.42683)
H (-3.08215, -0.02947, 1.26095)
H (-0.87316, 2.85200, -2.84789)
H (1.06662, 4.15697, -3.59204)
H (3.27557, 3.80008, -2.55883)
H (3.53783, 2.16492, -0.72299)
H (1.59458, 0.88864, 0.08056)
Cl (4.83254, -4.27813, 0.70336)
Ge (3.19214, -3.13305, 1.41070)
Cl (2.72616, -1.69828, -0.23591)
Cl (3.88062, -1.86058, 3.02998)